--- A ---
Entry from OMol25: an isolated molecule of C4H8N2OS (the ωB97M-V functional and the def2-TZVPD basis).

SMILES string: C=NS/C(C)=N/OC
HOMO-LUMO gap, eV: 9.26
Highest occupied orbital energy, eV: -8.427
Net charge: 0
LUMO energy, eV: 0.833

Geometry (Å):
H (-2.635, 1.586, -0.562)
C (0.622, -0.176, -0.465)
H (0.858, 0.293, -2.548)
C (1.117, -0.544, -1.824)
H (2.178, -0.739, -1.774)
H (-3.174, -0.129, -0.277)
H (1.112, 0.251, 4.222)
O (-1.387, 0.107, -1.310)
C (-2.652, 0.571, -0.909)
N (0.938, -0.054, 2.198)
S (1.877, -0.294, 0.769)
H (-3.303, 0.465, -1.849)
H (0.645, -1.445, -2.171)
N (-0.551, 0.137, -0.207)
H (2.704, -0.057, 3.418)
C (1.650, 0.027, 3.289)

---

--- B ---
Entry from OMol25: a structure of composition C4H8N2OS (the ωB97M-V functional and the def2-TZVPD basis).

HOMO-LUMO gap, eV: 8.80
Highest occupied orbital energy, eV: -8.483
Net charge: 0
LUMO energy, eV: 0.319

Geometry (Å):
H (-0.829, -0.803, 1.302)
H (0.359, 1.383, 2.494)
H (-1.332, 1.029, 2.873)
S (-1.320, -0.838, -1.132)
C (1.026, -0.487, 0.274)
H (1.375, -1.427, 0.601)
H (-0.769, 2.685, 2.056)
C (-0.616, 1.663, 2.147)
C (-0.416, -0.133, 0.591)
H (2.801, 0.097, 1.406)
N (0.232, -0.856, -2.038)
O (-0.795, 1.084, 0.842)
H (2.025, 1.455, -0.072)
H (2.097, -0.256, -1.886)
C (1.242, -0.610, -1.234)
N (1.815, 0.567, 0.886)

---

--- C ---
Entry from OMol25: an isolated molecule of C4H8N2OS (the ωB97M-V functional and the def2-TZVPD basis).

SMILES string: NN1CCOCC1=S
HOMO-LUMO gap, eV: 9.08
Highest occupied orbital energy, eV: -8.709
Net charge: 0
LUMO energy, eV: 0.371

Geometry (Å):
H (-1.085, 1.461, 1.052)
H (-2.730, -0.238, 0.077)
H (0.299, -2.001, 0.922)
H (-1.181, 1.764, -0.791)
N (0.510, 0.734, 0.029)
H (-1.656, -0.953, 1.235)
C (1.143, -0.517, -0.128)
S (2.780, -0.864, 0.019)
N (1.225, 1.957, -0.326)
C (0.128, -1.641, -0.097)
C (-1.605, -0.512, 0.196)
H (2.019, 1.971, 0.415)
H (1.638, 1.595, -1.248)
C (-0.898, 0.949, 0.061)
O (-1.128, -1.385, -0.630)
H (0.541, -2.320, -0.785)

---

Relative energies in hartree: A 0.0054; B 0.0571; C 0.0000

---

--- A ---
Entry from OMol25: a cluster of 2 separate species, C4H10NO in total (the ωB97M-V functional and the def2-TZVPD basis).

HOMO-LUMO gap (spin up / spin down), eV: 8.66 / 12.49
Highest occupied orbital energy (spin up / spin down), eV: -11.760 / -17.277
Net charge: +1
LUMO energy (spin up / spin down), eV: -3.099 / -4.784
⟨S²⟩: 2.006
Spin multiplicity: 3

Geometry (Å):
H (1.821, -1.203, 1.317)
O (0.215, -0.568, -1.919)
H (0.135, 0.510, 1.061)
C (-2.818, -0.364, 0.512)
H (-0.604, 1.236, -1.200)
C (-0.218, 0.261, -0.935)
N (0.642, 0.254, 0.216)
H (-0.162, -0.332, -2.776)
H (-2.358, -1.121, 1.119)
H (2.411, 1.266, 1.012)
C (1.709, -0.732, 0.350)
C (2.066, 0.684, 0.170)
H (1.800, -1.402, -0.494)
H (-2.916, 0.635, 0.878)
H (-3.370, -0.669, -0.351)
H (2.415, 1.027, -0.793)

---

--- B ---
Entry from OMol25: a cluster of 2 separate species, C4H10NO in total (the ωB97M-V functional and the def2-TZVPD basis).

HOMO-LUMO gap (spin up / spin down), eV: 8.54 / 10.55
Highest occupied orbital energy (spin up / spin down), eV: -11.884 / -16.650
Net charge: +1
LUMO energy (spin up / spin down), eV: -3.341 / -6.102
⟨S²⟩: 2.006
Spin multiplicity: 3

Geometry (Å):
N (0.437, 0.639, 1.084)
H (-0.126, 0.596, -2.922)
H (-0.759, -1.877, 1.596)
H (1.099, 1.712, -2.104)
H (-2.349, 0.956, 0.216)
O (-1.820, 0.151, 0.290)
H (0.115, 0.585, 2.053)
H (1.167, 1.336, 0.946)
C (0.224, -1.912, 1.135)
C (0.504, -0.666, 0.346)
C (-0.538, 0.296, -0.017)
C (0.085, 1.481, -2.362)
H (-0.648, 2.260, -2.314)
H (0.986, -2.058, 1.899)
H (0.254, -2.767, 0.463)
H (1.368, -0.734, -0.309)

---

Relative energies in hartree: A 0.0000; B 0.0102

---

--- A ---
Entry from OMol25: a cluster of 2 separate species, CH4O4 in total (the ωB97M-V functional and the def2-TZVPD basis).

SMILES string: C=O.OOO
HOMO-LUMO gap, eV: 10.77
Highest occupied orbital energy, eV: -10.419
Net charge: 0
LUMO energy, eV: 0.348

Geometry (Å):
O (2.667, 1.155, 0.084)
H (-2.086, -0.532, 0.884)
H (1.637, -0.319, 0.897)
O (1.637, -0.923, 0.133)
O (-3.518, 0.531, -0.128)
O (2.649, -0.263, -0.476)
H (1.824, 1.325, -0.347)
C (-2.596, -0.253, -0.063)
H (-2.213, -0.720, -0.982)

---

--- B ---
Entry from OMol25: a cluster of 2 separate species, CH4O4 in total (the ωB97M-V functional and the def2-TZVPD basis).

SMILES string: O=C(O)O.O
HOMO-LUMO gap, eV: 11.18
Highest occupied orbital energy, eV: -10.796
Net charge: 0
LUMO energy, eV: 0.385

Geometry (Å):
H (-0.635, 2.230, 0.948)
H (2.519, -1.457, -0.459)
O (-0.961, -0.370, -0.792)
H (1.375, -1.618, 0.376)
C (-1.260, 0.486, 0.209)
O (-0.355, 1.473, 0.307)
O (-2.354, 0.544, 0.723)
O (1.707, -1.091, -0.258)
H (-0.036, -0.196, -1.053)

---

Relative energies in hartree: A 0.2623; B 0.0000

---

--- A ---
Entry from OMol25: a structure of composition C8H13N (the ωB97M-V functional and the def2-TZVPD basis).

HOMO-LUMO gap (spin up / spin down), eV: 7.90 / 7.90
Highest occupied orbital energy (spin up / spin down), eV: -7.515 / -7.516
Net charge: 0
LUMO energy (spin up / spin down), eV: 0.380 / 0.380

Geometry (Å):
H (1.422, 0.848, -1.150)
C (0.351, -0.287, 2.374)
C (0.697, -2.386, -0.666)
N (-0.163, 0.016, -2.268)
H (-0.790, 2.857, -0.479)
H (-1.133, 0.288, -2.334)
C (-0.353, 0.824, 0.064)
H (-0.909, 2.513, 1.260)
H (0.405, -0.478, -2.944)
H (1.046, 0.458, 2.735)
H (-0.270, -2.618, -1.087)
C (0.991, -1.143, -0.230)
C (0.502, 0.262, -1.038)
H (-1.839, -0.846, -0.223)
C (-1.495, -0.077, 0.457)
H (1.987, -0.968, 0.166)
H (-2.279, 0.373, 1.051)
H (0.255, -1.182, 2.972)
H (0.672, 2.666, 0.489)
C (-0.348, 2.301, 0.351)
H (1.419, -3.187, -0.620)
C (-0.166, -0.235, 1.121)

---

--- B ---
Entry from OMol25: an isolated molecule of C8H13N (the ωB97M-V functional and the def2-TZVPD basis).

SMILES string: C=C1[C@H](/C=N/C)C1(C)C
HOMO-LUMO gap, eV: 10.00
Highest occupied orbital energy, eV: -9.075
Net charge: 0
LUMO energy, eV: 0.927

Geometry (Å):
H (0.130, -1.878, -3.183)
H (-0.001, -0.375, -1.914)
C (-0.314, 0.536, 1.000)
H (0.165, 3.572, 0.188)
C (0.484, 1.490, 0.216)
C (-0.160, 0.281, 2.621)
H (0.780, 0.108, 3.144)
N (1.135, -1.952, -1.379)
H (-0.781, -0.546, 2.746)
C (0.783, -0.088, 0.094)
H (1.787, -3.019, -2.972)
H (1.302, 2.889, -1.020)
C (0.596, -0.817, -1.116)
H (-0.651, 1.196, 3.192)
H (1.537, -0.641, 0.644)
H (-2.291, 1.050, 1.611)
C (0.679, 2.658, -0.228)
H (-2.306, -0.364, 0.684)
C (-1.799, 0.606, 0.769)
H (-1.933, 1.272, -0.011)
H (0.061, -3.411, -2.500)
C (0.796, -2.568, -2.584)

---

--- C ---
Entry from OMol25: a cluster of 4 separate species, C8H13N in total (the ωB97M-V functional and the def2-TZVPD basis).

HOMO-LUMO gap, eV: 7.99
Highest occupied orbital energy, eV: -8.659
Net charge: 0
LUMO energy, eV: -0.669

Geometry (Å):
C (0.902, -0.711, 1.105)
H (1.128, -0.204, 2.114)
H (2.914, -1.314, 0.772)
H (-1.797, 0.177, 1.663)
C (0.016, -0.055, 0.055)
C (-1.894, -1.726, -0.501)
H (-2.242, 2.557, 1.747)
H (-1.703, -2.818, -0.991)
H (-3.041, -1.296, -0.713)
H (3.235, 0.723, -1.161)
C (-1.404, 2.014, 0.267)
H (0.076, 2.949, 0.064)
H (-2.411, 1.514, -1.204)
H (0.648, -1.930, 1.524)
C (2.232, -0.646, 0.301)
C (-1.233, 0.426, 0.674)
C (0.898, 0.843, -0.783)
H (1.131, 1.993, -0.403)
C (2.245, 0.190, -0.656)
H (-1.662, -2.317, 0.323)
N (-1.065, -0.406, -0.664)
H (0.602, 0.802, -1.854)

---

Relative energies in hartree: A 0.0301; B 0.0000; C 0.4438